No. 1
C3H2FO2Sm | ωB97M-V with the def2-TZVPD basis set

Summary:
**LUMO (alpha / beta)**: -0.2445 / -0.2386 Eh
**<S²>**: 12.009
**HOMO-LUMO gap (alpha / beta)**: 3.258 / 3.456 eV
**2S+1**: 7
**Relative energy (zero: lowest compared OMol25 entry of this formula, charge and spin)**: 587.0 kJ/mol
**F_max**: 5.5 eV/A
**Highest occupied orbital energy (alpha / beta)**: -9.910 / -9.949 eV
**Net charge**: +1

The geometry in XYZ format:
```
9
C3H2FO2Sm (ωB97M-V with the def2-TZVPD basis set)
F -0.76827 1.59215 -0.73196
O 0.06812 -0.89897 -0.88411
O 1.42574 0.70234 0.12610
C -1.21725 -0.99285 -0.14833
C -1.04673 0.27369 0.45286
C 0.28868 0.33240 -0.26270
H -1.32461 -1.92959 0.40847
H -1.25872 0.63204 1.46022
Sm 3.83304 0.28880 -0.42056
```

Results of the Mulliken charge analysis, in e, for atoms 1 through 2: -0.362 -0.389



No. 2
C12H38BrN10O6 | ωB97M-V with the def2-TZVPD basis set

Summary:
**LUMO (alpha / beta)**: -0.0084 / -0.2145 Eh
**<S²>**: 0.757
**HOMO-LUMO gap (alpha / beta)**: 9.151 / 3.542 eV
**2S+1**: 2
**Relative energy (zero: lowest compared OMol25 entry of this formula, charge and spin)**: 0.0 kJ/mol
**F_max**: 6.4 eV/A
**Highest occupied orbital energy (alpha / beta)**: -9.380 / -9.378 eV
**Net charge**: 0

The geometry in XYZ format:
```
67
C12H38BrN10O6 (ωB97M-V with the def2-TZVPD basis set)
Br 14.80554 -26.89829 -4.63612
C 11.49012 -27.86784 -1.97342
C 11.05301 -26.48208 -1.89311
C 11.66250 -25.71646 -0.67040
O 11.31629 -26.44737 0.48911
C 11.58264 -25.89776 1.75929
N 11.53468 -25.83440 -3.14093
H 11.18510 -28.31457 -2.91973
H 10.96378 -28.37618 -1.16555
H 12.54346 -28.14417 -1.92651
H 9.96762 -26.39820 -1.83836
H 11.27911 -24.69661 -0.63867
H 12.72571 -25.61378 -0.88751
H 10.68165 -25.38369 2.09407
H 12.53179 -25.37221 1.86420
H 11.76344 -26.70589 2.46805
H 11.73619 -24.84942 -3.04453
H 12.42949 -26.22613 -3.39776
C 12.64937 -24.32036 -7.38642
C 13.60824 -24.86875 -8.43313
C 13.60275 -24.03675 -9.69442
O 14.27105 -22.83758 -9.47658
C 14.52164 -22.09838 -10.66652
N 14.87302 -25.12071 -7.75548
H 12.81690 -23.26986 -7.14875
H 12.75352 -24.91697 -6.48017
H 11.58731 -24.40172 -7.61777
H 13.24893 -25.86170 -8.70339
H 12.58469 -23.87386 -10.04817
H 14.15410 -24.58274 -10.45993
H 15.33212 -22.49162 -11.28018
H 14.95636 -21.18702 -10.25599
H 13.60953 -21.91846 -11.23553
H 14.74836 -25.68713 -6.92861
H 15.37856 -24.30168 -7.44934
C 18.85504 -25.20996 -4.55053
O 19.83058 -24.42199 -4.56833
N 17.84765 -24.98124 -5.32989
N 18.62208 -26.13685 -3.69207
H 18.11214 -24.27270 -5.99930
H 17.03144 -25.56353 -5.45169
H 17.79735 -26.68255 -3.89739
H 19.25451 -26.42041 -2.95742
C 14.20373 -31.05340 -6.68294
O 14.42143 -31.55857 -7.74235
N 13.48143 -31.57079 -5.80330
N 14.50745 -29.77674 -6.46687
H 13.50167 -31.10852 -4.90553
H 13.14882 -32.48808 -6.06415
H 15.11223 -29.20625 -7.04035
H 14.23009 -29.31883 -5.61043
C 14.38708 -22.82694 -3.06746
O 14.43571 -21.76608 -2.51679
N 13.38994 -23.24792 -3.80027
N 15.36542 -23.71490 -3.02707
H 13.45371 -24.09605 -4.34498
H 12.88738 -22.42695 -4.10613
H 15.11315 -24.65183 -3.30749
H 16.12952 -23.45683 -2.41908
C 10.10049 -27.92543 -5.59387
O 9.49175 -28.33025 -6.55652
N 11.41276 -27.91100 -5.53925
N 9.49816 -27.33458 -4.64478
H 11.85811 -28.26616 -6.37330
H 11.96162 -27.46003 -4.82128
H 10.06294 -26.82676 -3.97901
H 8.51187 -27.18702 -4.80463
```

Results of the Mulliken charge analysis, in e, for atoms 1 through 2: -0.616 -1.498



No. 3
C5H8O | ωB97M-V with the def2-TZVPD basis set

Summary:
**LUMO**: 0.0385 Eh
**HOMO-LUMO gap**: 10.386 eV
**Relative energy (zero: lowest compared OMol25 entry of this formula, charge and spin)**: 98.9 kJ/mol
**F_max**: 1.0 eV/A
**SMILES**: OC1CC=CC1
**Highest occupied orbital energy**: -9.338 eV
**Net charge**: 0

The geometry in XYZ format:
```
14
C5H8O (ωB97M-V with the def2-TZVPD basis set)
O -1.84342 0.38900 0.67857
C -0.95420 0.14165 -0.39934
C 0.20380 1.16480 -0.25890
C 1.35088 0.32807 0.25593
C 1.01721 -0.95492 0.39998
C -0.30278 -1.25603 -0.26030
H -1.55000 1.23866 1.03627
H -1.48890 0.22844 -1.35752
H -0.13009 1.92026 0.50820
H 0.42348 1.75469 -1.15633
H 2.32097 0.75350 0.49114
H 1.61262 -1.70894 0.91034
H -0.10040 -1.67507 -1.25854
H -0.93340 -1.98475 0.26214
```

Results of the Mulliken charge analysis, in e, for atoms 1 through 2: -0.531 0.308



No. 4
C2H8NS | ωB97M-V with the def2-TZVPD basis set

Summary:
**LUMO**: -0.1454 Eh
**HOMO-LUMO gap**: 9.750 eV
**Relative energy (zero: lowest compared OMol25 entry of this formula, charge and spin)**: 122.6 kJ/mol
**F_max**: 3.8 eV/A
**SMILES**: [NH3+]CCS
**Highest occupied orbital energy**: -13.706 eV
**Net charge**: +1

The geometry in XYZ format:
```
12
C2H8NS (ωB97M-V with the def2-TZVPD basis set)
N 0.94890 0.52683 -1.62442
C -0.02699 -0.64909 -1.12695
C 0.17884 -0.80709 0.32277
S -0.56489 0.45504 1.34597
H 0.65980 0.70715 -2.67823
H 1.96978 0.18639 -1.54337
H 0.70248 1.21822 -0.83353
H -1.17962 -0.28605 -1.33381
H 0.02605 -1.56152 -1.73516
H 1.40198 -0.80010 0.50762
H -0.25930 -1.78299 0.67602
H -1.83632 0.08759 1.60105
```

Results of the Mulliken charge analysis, in e, for atoms 1 through 2: -0.415 -0.332



No. 5
C25H28N6O3S | ωB97M-V with the def2-TZVPD basis set

Summary:
**LUMO**: 0.0138 Eh
**HOMO-LUMO gap**: 8.383 eV
**Relative energy (zero: lowest compared OMol25 entry of this formula, charge and spin)**: 392.6 kJ/mol
**F_max**: 1.4 eV/A
**SMILES**: CNC(=S)NNC(=O)c1noc(C)c1C(=O)N1CCN(C(c2ccccc2)c2ccccc2)CC1
**Highest occupied orbital energy**: -8.008 eV
**Net charge**: 0

The geometry in XYZ format:
```
63
C25H28N6O3S (ωB97M-V with the def2-TZVPD basis set)
C -1.42355 -2.06950 2.54232
N -1.14528 -2.79088 1.31672
C -2.08315 -3.34334 0.51980
S -1.74737 -4.66934 -0.39840
N -3.36413 -2.83488 0.54166
N -3.61117 -1.45443 0.48464
C -4.23134 -0.97364 -0.62291
O -4.53887 -1.68273 -1.55656
C -4.46417 0.49345 -0.59837
N -5.47463 1.02974 -1.23121
O -5.37772 2.36419 -1.10377
C -4.27962 2.67750 -0.40127
C -3.97039 4.10307 -0.14266
C -3.63511 1.51779 -0.04447
C -2.46177 1.36938 0.84686
O -2.58390 0.80624 1.93097
N -1.31155 1.93420 0.44185
C -0.97432 2.18664 -0.93973
C -0.03373 1.07816 -1.43264
N 1.15530 1.07464 -0.60806
C 2.26473 0.27731 -1.13825
C 3.58889 0.77655 -0.59717
C 4.73130 -0.00292 -0.73887
C 5.95458 0.45246 -0.28169
C 6.05512 1.69622 0.31847
C 4.92617 2.48647 0.44446
C 3.70260 2.03187 -0.01544
C 2.06359 -1.21104 -0.92313
C 1.43510 -1.97440 -1.90017
C 1.19463 -3.32233 -1.70095
C 1.57699 -3.92776 -0.51635
C 2.19864 -3.17504 0.46682
C 2.43992 -1.82697 0.26555
C 0.80893 0.77340 0.76735
C -0.13777 1.85365 1.28787
H -1.53788 -0.99728 2.37047
H -0.59726 -2.21884 3.23315
H -2.33864 -2.44739 3.00243
H -0.24513 -3.24657 1.24474
H -3.95415 -3.29401 -0.15658
H -3.43295 -0.89391 1.31220
H -3.65346 4.59222 -1.06338
H -4.86100 4.61385 0.21728
H -3.17844 4.18226 0.59620
H -1.87486 2.21275 -1.55232
H -0.46177 3.15095 -1.00315
H 0.24728 1.28516 -2.46710
H -0.57337 0.11353 -1.40024
H 2.27681 0.46569 -2.22109
H 4.66093 -0.97239 -1.21074
H 6.83270 -0.16584 -0.39630
H 7.00975 2.05013 0.67841
H 4.99835 3.46386 0.89929
H 2.82566 2.65491 0.06658
H 1.14039 -1.51178 -2.83220
H 0.70185 -3.90268 -2.46526
H 1.38414 -4.97827 -0.36293
H 2.50737 -3.63992 1.39307
H 2.94267 -1.25422 1.03176
H 1.71830 0.76912 1.36894
H 0.31541 -0.20904 0.86143
H -0.46042 1.62723 2.30485
H 0.36080 2.82674 1.26725
```

Results of the Mulliken charge analysis, in e, for atoms 1 through 2: -1.298 0.173



No. 6
C2H5N2S | ωB97M-V with the def2-TZVPD basis set

Summary:
**LUMO**: -0.2100 Eh
**HOMO-LUMO gap**: 8.879 eV
**Relative energy (zero: lowest compared OMol25 entry of this formula, charge and spin)**: 207.5 kJ/mol
**F_max**: 4.6 eV/A
**Highest occupied orbital energy**: -14.594 eV
**Net charge**: +1

The geometry in XYZ format:
```
10
C2H5N2S (ωB97M-V with the def2-TZVPD basis set)
C 1.08501 0.16268 -0.07518
C -1.55289 0.11648 -0.09384
N 0.67148 -0.72455 0.85325
N 0.30328 0.70959 -0.90915
S -0.95246 -1.35149 0.59923
H 2.06066 0.36321 -0.03512
H -1.46330 0.91538 0.58820
H -2.37095 0.10635 -0.69782
H 1.36410 -1.21361 1.47386
H 0.85507 0.91595 -1.70342
```

Results of the Mulliken charge analysis, in e, for atoms 1 through 2: -0.001 -0.293